[1]
Below is 2 unconnected molecules or ions with the total composition CH6N2S2, with properties calculated with ωB97M-V/def2-TZVPD.

Results
E: -947.57413 Eh
SMILES: [H]/N=C/N.SS
highest occupied orbital energy: -9.40 eV
energy above the lowest of the compared OMol25 structures with the same formula, charge and spin: 2.39 kcal per mole

CARTESIAN COORDINATES (ANGSTROEM)
1 S 0.269 0.751 2.328
2 S -0.768 -0.497 1.045
3 H 1.475 0.541 1.786
4 H -1.122 0.339 0.048
5 N 1.357 -0.069 -2.020
6 C 0.256 -0.571 -2.634
7 N -0.902 -0.107 -2.425
8 H 2.267 -0.403 -2.265
9 H 1.235 0.550 -1.238
10 H 0.490 -1.402 -3.292
11 H -1.625 -0.631 -2.911

Partial atomic charges computed with the Mulliken method, in multiples of e:
1 S -0.164
2 S -0.220
3 H 0.140
4 H 0.199
5 N -0.352
6 C 0.099
7 N -0.632
8 H 0.195
9 H 0.197
10 H 0.332
11 H 0.206

=====

[2]
Below is a single C19H29FN2O5S molecule, with properties calculated with ωB97M-V/def2-TZVPD.

Results
E: -1725.19627 Eh
SMILES: O=C(NC[C@H]1C[C@@H]2CC[C@H]1N2C(=O)[C@H]1CCS(=O)(=O)C1)[C@@H](F)C1CCOCC1
highest occupied orbital energy: -9.63 eV
energy above the lowest of the compared OMol25 structures with the same formula, charge and spin: 1.82 kcal per mole

CARTESIAN COORDINATES (ANGSTROEM)
1 O -1.248 0.806 -2.916
2 C -1.615 -0.212 -2.353
3 N -0.814 -1.082 -1.708
4 C 0.593 -0.881 -1.391
5 C 1.006 0.572 -1.165
6 C 0.169 1.248 -0.045
7 C 1.210 1.531 1.046
8 C 2.087 2.713 0.604
9 C 2.904 2.095 -0.564
10 C 2.423 0.630 -0.569
11 N 2.125 0.396 0.851
12 C 2.915 -0.084 1.840
13 O 2.749 0.221 3.009
14 C 4.023 -1.072 1.441
15 C 4.600 -1.738 2.700
16 C 3.549 -2.732 3.199
17 S 2.743 -3.358 1.718
18 O 3.145 -4.715 1.454
19 O 1.342 -3.015 1.742
20 C 3.562 -2.244 0.572
21 C -3.099 -0.555 -2.307
22 F -3.258 -1.925 -2.051
23 C -3.834 0.222 -1.223
24 C -3.766 1.736 -1.428
25 C -4.595 2.437 -0.363
26 O -5.942 2.002 -0.366
27 C -6.035 0.614 -0.105
28 C -5.301 -0.207 -1.152
29 H -1.266 -1.890 -1.312
30 H 0.778 -1.445 -0.473
31 H 1.215 -1.308 -2.186
32 H 0.954 1.123 -2.099
33 H -0.321 2.159 -0.386
34 H -0.600 0.567 0.324
35 H 0.833 1.583 2.062
36 H 1.491 3.572 0.299
37 H 2.740 3.022 1.420
38 H 2.714 2.577 -1.522
39 H 3.975 2.149 -0.369
40 H 3.131 -0.073 -1.002
41 H 4.796 -0.504 0.918
42 H 5.520 -2.262 2.432
43 H 4.823 -1.002 3.467
44 H 3.957 -3.583 3.738
45 H 2.781 -2.232 3.785
46 H 2.848 -2.013 -0.211
47 H 4.414 -2.777 0.154
48 H -3.524 -0.356 -3.293
49 H -3.353 -0.025 -0.267
50 H -2.737 2.094 -1.392
51 H -4.161 1.990 -2.416
52 H -4.154 2.258 0.630
53 H -4.618 3.512 -0.534
54 H -5.624 0.400 0.893
55 H -7.097 0.373 -0.091
56 H -5.772 -0.046 -2.126
57 H -5.383 -1.268 -0.913

Partial atomic charges computed with the Mulliken method, in multiples of e:
1 O -0.655
2 C 0.354
3 N 0.067
4 C -1.507
5 C 0.253
6 C -0.655
7 C -0.339
8 C -0.987
9 C -0.996
10 C -0.583
11 N 0.239
12 C 0.146
13 O -0.696
14 C 0.199
15 C -1.068
16 C -0.805
17 S 1.192
18 O -0.727
19 O -0.648
20 C -0.820
21 C -0.028
22 F -0.442
23 C 0.354
24 C -0.357
25 C -0.717
26 O -0.398
27 C -0.606
28 C -0.844
29 H 0.301
30 H 0.647
31 H 0.134
32 H 0.679
33 H 0.121
34 H 0.125
35 H 0.634
36 H 0.461
37 H 0.389
38 H 0.485
39 H 0.335
40 H 0.685
41 H 0.588
42 H 0.456
43 H 0.346
44 H 0.505
45 H 0.404
46 H 0.132
47 H 0.468
48 H 0.456
49 H 0.085
50 H 0.171
51 H 0.296
52 H 0.367
53 H 0.358
54 H 0.363
55 H 0.360
56 H 0.334
57 H 0.389

=====

What is the formula in the second record?
C19H29FN2O5S